77
Properties=species:S:1:pos:R:3:forces:R:3 method="wB97M-V/def2-TZVPD" homo_ha="-0.1307 / -0.1311" multiplicity=2 total_charge=-1
Yb -0.0268 0.2452 0.0973 -0.176 0.658 -0.090
Cl -0.0593 0.6545 -2.4363 -0.138 0.685 -0.600
P -2.4874 -0.3563 -0.2440 0.886 -0.046 -0.290
C -2.8449 -1.2155 -1.8169 0.090 0.514 -0.944
C -3.2978 -1.2619 1.0746 -1.628 -0.547 0.071
C -3.1387 1.3507 -0.4420 -0.739 -0.407 -1.840
C -1.8343 -2.2924 -2.2736 0.246 0.004 -0.286
H -2.7731 -0.3826 -2.5700 -0.145 -0.600 0.657
C -4.2347 -1.7883 -1.8261 -1.236 -0.744 -0.866
H -4.2761 -2.7724 -1.3132 0.013 0.542 -0.172
H -4.5405 -1.9735 -2.8866 0.110 0.022 0.723
H -4.9964 -1.1305 -1.3841 0.204 -0.264 -0.124
H -0.9590 -1.8331 -2.7830 -0.579 -0.365 0.666
H -2.3330 -2.9571 -3.0006 -0.043 0.192 0.136
H -1.4769 -2.9077 -1.4357 -0.026 0.284 -0.366
H -2.6086 1.6739 -1.3912 -0.490 -0.484 0.862
C -2.7834 2.3387 0.6148 0.860 0.817 2.013
C -4.6362 1.3551 -0.7018 -0.695 0.997 -0.490
H -4.8900 1.0207 -1.7200 0.028 -0.030 0.389
H -5.0054 2.4017 -0.6038 0.034 -0.588 -0.105
H -5.1782 0.7472 0.0326 0.025 0.093 -0.103
H -1.8676 2.0343 1.2158 -1.492 0.446 -0.945
H -3.6057 2.5242 1.3483 0.350 -0.247 -0.546
H -2.5159 3.3250 0.1696 -0.287 -0.721 0.211
C -2.6772 -2.6483 1.2875 0.785 -0.257 0.125
H -4.3031 -1.3992 0.6468 -0.144 -0.303 0.530
C -3.4521 -0.5134 2.3953 0.400 0.607 0.522
H -2.8508 -3.3230 0.4333 0.107 0.280 0.251
H -3.1268 -3.1130 2.1854 0.114 0.168 -0.385
H -1.5740 -2.5722 1.4655 -0.909 -0.062 -0.197
H -2.4890 -0.0552 2.7313 -0.755 -0.375 -0.270
H -3.7647 -1.2261 3.1819 0.083 0.309 -0.325
H -4.2216 0.2780 2.3313 0.366 -0.256 0.004
Cl 0.0641 -0.6664 2.3456 0.085 -1.064 1.355
H 0.2472 -1.6156 -0.8452 -0.172 0.397 0.804
P 2.4763 0.4815 -0.1485 -0.437 -1.185 -0.550
C 2.7625 2.0515 -1.0096 0.537 0.090 -1.469
C 3.3748 0.5029 1.4034 2.143 0.254 0.094
C 3.0900 -0.8386 -1.2931 -0.495 0.479 -0.775
C 1.7671 3.1791 -0.7836 -1.026 0.382 0.762
H 2.6487 1.7586 -2.0933 0.230 0.098 0.923
C 4.1623 2.5586 -0.7713 1.077 1.062 -0.462
H 4.2392 3.0936 0.1953 -0.015 -0.314 -0.373
H 4.4112 3.3033 -1.5663 -0.044 -0.381 0.557
H 4.9366 1.7797 -0.8072 -0.220 0.268 0.060
H 0.8104 3.0123 -1.3367 0.801 0.087 0.496
H 2.1931 4.1362 -1.1092 0.086 -0.159 -0.169
H 1.4935 3.2761 0.2971 0.385 0.002 -1.109
H 2.5012 -0.5968 -2.2306 0.551 -0.084 1.031
C 2.7193 -2.2852 -0.9168 0.550 -0.688 0.477
C 4.5623 -0.7024 -1.5836 0.925 -0.728 -0.860
H 4.7859 0.1540 -2.2368 -0.005 -0.166 0.298
H 4.9042 -1.6193 -2.1249 -0.054 0.636 0.300
H 5.1587 -0.6317 -0.6619 -0.059 -0.003 -0.219
H 1.9622 -2.3534 -0.1202 0.279 0.023 -0.557
H 3.6260 -2.8452 -0.5799 -0.393 0.400 -0.186
H 2.3279 -2.8090 -1.8138 0.110 0.292 0.624
C 2.8415 1.5429 2.3645 -1.445 0.798 0.235
H 4.3677 0.8453 1.0600 0.144 -0.187 0.565
C 3.5626 -0.8447 2.0983 -0.416 -0.642 0.134
H 3.1383 2.5810 2.1015 -0.118 -0.610 0.069
H 3.1645 1.3430 3.3930 0.164 0.016 -0.189
H 1.7181 1.5242 2.3770 1.278 -0.105 0.015
H 2.5836 -1.3370 2.3152 0.755 0.372 -0.217
H 4.0696 -0.6760 3.0675 -0.162 -0.072 -0.422
H 4.1882 -1.5287 1.5024 -0.269 0.153 0.159
C -0.7215 4.3619 1.9390 -1.182 -0.784 0.719
C -0.0492 3.0032 2.1849 1.407 0.607 0.975
C -0.5722 2.3519 3.4950 -0.417 0.689 -0.539
O -0.0059 2.1496 1.1078 -0.264 -0.239 0.142
H -1.8170 4.2687 1.9199 0.242 0.134 -0.215
H -0.3608 4.7976 1.0372 0.199 0.359 -0.839
H -0.5081 5.0258 2.7688 0.250 0.187 0.212
H 1.0026 3.3620 2.4322 -0.591 -0.521 -0.127
H -1.6173 2.0392 3.3685 0.172 -0.076 0.020
H 0.0118 1.5039 3.8055 0.183 -0.347 -0.080
H -0.5541 3.0813 4.3023 0.015 0.245 0.119

86
Properties=species:S:1:pos:R:3:forces:R:3 method="wB97M-V/def2-TZVPD" homo_ha=-0.1890 de_lowest_kj_mol=0.00 multiplicity=1 total_charge=-1
C 2.5255 -0.6675 4.1575 0.044 0.032 0.034
C 1.8910 -0.3729 2.7996 0.073 0.037 0.032
C 0.8004 0.6981 2.8516 -0.089 -0.008 -0.083
In -0.3623 0.6236 0.9966 0.485 -0.037 0.053
C 0.9800 0.9448 -0.7483 -0.188 -0.057 -0.050
C 0.7066 0.0876 -1.9868 0.026 0.067 -0.036
C 1.0241 -1.3800 -1.7659 -0.079 -0.009 -0.034
F 1.6011 -1.9324 -2.9340 -0.001 -0.058 -0.041
C -1.2376 -1.4173 0.8334 -0.102 -0.117 -0.035
S -2.1937 -1.7948 2.3008 -0.100 0.190 0.082
C -3.2822 -3.1558 1.7742 0.139 -0.167 0.026
C -4.7122 -2.9661 2.2680 0.017 0.083 0.067
P -2.2725 2.3340 0.9858 -0.006 -0.274 0.101
O -2.8248 2.7282 2.3030 -0.174 0.190 0.074
O -1.8152 3.6318 0.0948 0.010 0.137 -0.157
O -3.5430 1.8268 0.0602 -0.083 -0.056 -0.051
H 1.7564 -0.9554 4.8786 0.011 0.004 0.000
H 3.0308 0.2208 4.5457 -0.037 -0.001 0.024
H 3.2601 -1.4772 4.1093 0.005 0.006 -0.027
H 1.4974 -1.3131 2.3925 -0.020 0.013 0.018
H 2.6762 -0.0444 2.1086 -0.021 -0.089 -0.045
H 1.2442 1.6889 2.9775 -0.011 -0.003 0.091
H 0.1454 0.5198 3.7101 -0.034 0.022 -0.030
H 0.9190 2.0008 -1.0241 0.011 0.037 0.059
H 2.0044 0.7609 -0.4064 0.026 0.073 -0.027
H -0.3376 0.1866 -2.3013 0.023 0.011 -0.064
H 1.3159 0.4000 -2.8456 0.009 -0.010 0.043
H 1.7504 -1.5154 -0.9614 0.024 0.013 -0.036
H 0.1399 -1.9819 -1.5610 0.015 0.006 0.093
H -1.8940 -1.4754 -0.0404 0.022 0.063 -0.003
H -0.4335 -2.1476 0.7167 -0.012 -0.008 -0.060
H -2.8748 -4.1001 2.1477 -0.041 -0.057 -0.117
H -3.2448 -3.1874 0.6846 -0.023 0.050 0.006
H -5.4194 -3.5322 1.6560 -0.005 -0.056 0.059
H -4.8140 -3.2870 3.3067 -0.033 0.005 0.001
H -4.9861 -1.9108 2.2295 -0.037 -0.034 -0.091
H -2.5776 4.2251 0.0115 0.123 0.040 0.060
H -3.2290 1.6237 -0.8293 -0.034 -0.036 0.021
C 4.0040 -0.7216 -6.0491 -0.139 0.212 -0.046
O 4.1204 -0.3498 -7.2038 0.086 -0.080 0.021
N 5.0254 -0.9187 -5.1956 -0.095 -0.109 0.025
C 4.7692 -1.3014 -3.8225 0.051 0.077 0.153
C 6.3798 -0.6861 -5.6548 0.007 0.023 0.033
H 3.0239 -0.9050 -5.5777 -0.020 -0.057 -0.066
H 5.1112 -0.5276 -3.1307 0.051 -0.002 -0.005
H 5.2608 -2.2422 -3.5655 0.047 0.004 -0.064
H 3.6994 -1.4304 -3.6753 -0.018 -0.021 -0.001
H 6.5023 0.3419 -5.9982 -0.006 0.009 0.011
H 6.6279 -1.3472 -6.4863 -0.010 -0.010 0.001
H 7.0631 -0.8713 -4.8289 0.012 0.005 -0.013
C 0.4144 5.8598 4.2796 0.041 0.001 -0.009
O 0.9736 5.0815 3.5363 -0.005 0.010 0.017
N -0.7219 5.6107 4.9608 -0.084 -0.036 0.007
C -1.2964 6.5924 5.8459 -0.009 0.040 -0.011
C -1.3921 4.3219 4.8114 0.086 -0.024 0.016
H 0.8051 6.8779 4.4720 0.008 -0.013 -0.003
H -1.3512 6.2179 6.8718 0.010 -0.008 0.000
H -2.3063 6.8686 5.5311 0.003 -0.006 -0.011
H -0.6784 7.4903 5.8419 -0.014 0.003 0.010
H -0.7273 3.5076 5.1031 0.012 0.015 0.002
H -1.7115 4.1342 3.7879 -0.011 0.018 -0.045
H -2.2668 4.3210 5.4593 -0.006 -0.047 -0.017
C 3.7959 4.1254 -3.1796 -0.055 -0.001 -0.024
O 4.9104 3.6736 -3.0009 0.038 -0.007 0.012
N 2.8160 3.4888 -3.8519 0.085 -0.002 -0.069
C 1.5132 4.0762 -4.0585 -0.072 -0.002 0.072
C 3.0916 2.1592 -4.3645 0.044 -0.057 0.053
H 3.4862 5.1146 -2.8012 0.012 -0.004 -0.005
H 0.7288 3.4686 -3.6023 0.012 -0.003 0.028
H 1.2940 4.1835 -5.1235 0.024 0.001 -0.010
H 1.4902 5.0637 -3.5994 -0.022 -0.008 0.003
H 3.2835 1.4724 -3.5380 -0.010 -0.043 -0.024
H 3.9709 2.1633 -5.0093 -0.004 0.038 -0.018
H 2.2328 1.8076 -4.9324 -0.007 0.014 0.008
C -5.7520 -6.2147 -0.5615 0.007 0.004 -0.031
O -5.2094 -6.2008 -1.6480 -0.023 -0.004 0.007
N -5.1760 -6.6669 0.5714 0.016 -0.014 0.001
C -5.8749 -6.6816 1.8365 0.052 0.047 -0.020
C -3.8066 -7.1453 0.5026 0.011 0.016 0.025
H -6.7833 -5.8533 -0.4054 0.000 0.001 -0.005
H -5.3527 -6.0731 2.5776 -0.013 0.016 0.005
H -5.9688 -7.6997 2.2218 -0.013 -0.004 -0.001
H -6.8730 -6.2693 1.6957 -0.003 -0.004 0.033
H -3.1387 -6.3559 0.1575 -0.008 0.013 0.005
H -3.7228 -7.9824 -0.1912 -0.013 -0.006 0.000
H -3.4985 -7.4651 1.4958 0.012 0.000 -0.007

no.,E (Ha)
1,-3667.22938
2,-2605.51124